The following is a quantum chemistry calculation of a structure of composition C36H55BaN4OP2Se, from the Open Molecules 2025 dataset.

```
100
Properties=species:S:1:pos:R:3:mulliken_charge:R:1
C 2.0977 -2.0936 -1.4063 -0.59
C 1.6503 -0.0238 -2.3560 -1.98
C 3.0595 -2.3774 -2.3803 -0.78
C 2.5420 -0.2724 -3.4058 -0.66
C 3.2739 -1.4658 -3.4072 -1.32
H 3.5852 -3.3349 -2.3266 0.56
H 2.6538 0.4606 -4.2062 0.54
H 3.9471 -1.6985 -4.2272 0.43
N 1.4918 -0.8929 -1.3294 1.69
P -0.0145 -2.9828 0.2990 0.84
P 0.9773 2.3009 -0.7342 -1.01
C 1.6536 -3.2155 -0.4505 -1.21
H 1.6621 -4.1618 -1.0168 0.39
H 2.4022 -3.3370 0.3486 0.77
C 0.7669 1.2301 -2.3382 1.01
H 1.0579 1.9173 -3.1449 1.25
C -0.2662 3.7239 -0.8529 2.24
C 2.7393 2.9356 -0.5034 2.24
C -1.1624 -3.7315 -1.0061 1.64
C 0.0152 -3.9222 1.9663 1.92
C -1.5555 3.2437 -0.1312 -1.38
H -1.3424 2.9097 0.9032 0.20
H -2.2589 4.0879 -0.0329 0.54
H -2.0796 2.4374 -0.6742 0.16
C 0.2321 4.9766 -0.1070 -1.76
H 0.4544 4.7593 0.9471 0.27
H 1.1079 5.4328 -0.5861 0.31
H -0.5671 5.7363 -0.1149 0.57
C -0.5451 4.0738 -2.3207 -1.57
H -1.2071 4.9554 -2.3610 0.53
H 0.3758 4.3317 -2.8601 0.15
H -1.0520 3.2574 -2.8580 0.28
C 2.8451 3.4605 0.9532 -1.80
H 2.1865 2.9087 1.6409 0.13
H 3.8780 3.3413 1.3126 0.47
H 2.6100 4.5281 1.0246 0.44
C 3.7085 1.7470 -0.6492 -1.79
H 3.4531 0.9326 0.0454 -0.17
H 3.7175 1.3615 -1.6782 0.38
H 4.7265 2.0960 -0.4011 0.71
C 3.0884 4.0185 -1.5423 -1.66
H 2.3321 4.1296 -2.3314 0.23
H 3.2325 4.9998 -1.0654 0.39
H 4.0425 3.7693 -2.0342 0.37
C -1.3645 -3.7906 2.6387 -1.93
H -1.3125 -4.2116 3.6602 0.49
H -1.7098 -2.7440 2.7323 0.30
H -2.1313 -4.3700 2.1063 0.33
C 1.0800 -3.2381 2.8549 -1.66
H 2.0834 -3.2931 2.4118 0.30
H 0.8449 -2.1807 3.0586 0.09
H 1.1177 -3.7549 3.8298 0.61
C 0.3760 -5.4064 1.8306 -1.83
H 0.6810 -5.7836 2.8221 0.50
H -0.4807 -6.0275 1.5269 0.40
H 1.2095 -5.5786 1.1343 0.27
C -0.9681 -3.0063 -2.3666 -1.71
H -1.0870 -3.7291 -3.1909 0.42
H -1.6921 -2.1842 -2.4909 0.32
H 0.0222 -2.5575 -2.4765 0.25
C -2.6135 -3.4921 -0.5457 -1.73
H -2.8140 -2.4168 -0.3993 0.32
H -3.3000 -3.8526 -1.3260 0.48
H -2.8584 -4.0166 0.3847 0.26
C -0.8683 -5.2248 -1.1866 -1.70
H 0.1713 -5.4186 -1.4839 0.34
H -1.0875 -5.8097 -0.2867 0.26
H -1.5158 -5.6054 -1.9920 0.56
Ba -0.5825 0.0397 0.7722 1.75
C 2.6544 0.0521 2.2248 0.33
O 3.6087 -0.2758 2.7726 -0.25
N -1.4768 0.3457 -1.5473 -1.16
C -0.7543 0.7598 -2.4934 0.66
C -1.3382 0.8235 -3.8979 0.60
C -2.7291 0.6913 -3.9912 -0.22
C -0.5576 1.0110 -5.0559 0.02
C -3.3711 0.8218 -5.2251 -0.93
H -3.2901 0.5080 -3.0684 0.35
C -1.2021 1.1002 -6.2939 -0.95
H 0.5289 1.0860 -4.9904 0.19
C -2.5990 1.0244 -6.3756 -0.50
H -4.4615 0.7747 -5.2696 0.40
H -0.5948 1.2439 -7.1862 0.42
H -3.0898 1.1286 -7.3383 0.40
C -4.1228 2.0193 5.6074 -0.92
N -2.7580 1.6049 5.8578 0.23
C -2.0682 1.9423 7.0021 -0.45
C -0.8082 1.4698 6.8632 -0.49
N -0.7330 0.8504 5.6245 0.33
C 0.4761 0.2818 5.0506 -0.59
C -1.9679 0.8701 5.0018 -0.13
Se -2.5145 0.0931 3.4241 -0.48
H -4.8282 1.4714 6.2481 0.31
H -4.3652 1.8496 4.5572 0.29
H -4.2209 3.0825 5.8549 0.36
H -2.5235 2.4988 7.8034 0.49
H 0.0138 1.5486 7.5469 0.46
H 1.3361 0.9227 5.2798 0.43
H 0.6710 -0.7280 5.4361 0.35
H 0.3705 0.2277 3.9589 -0.20
```

Its HOMO energy is -9.1 eV. The energy relative to the best compared isomer or geometry (same formula, charge and spin) comes out at 0.2416 eV. Its total charge is +1. As for the frontier orbital gap: 6.952 eV. The value obtained for the electronic energy is -4808.50382 hartree. The LUMO energy comes out at -0.07995 Ha.

***

The following is a quantum chemistry calculation of a cluster of 2 separate species, C6H10O in total, from the Open Molecules 2025 dataset.

```
17
Properties=species:S:1:pos:R:3:mulliken_charge:R:1
C -1.4529 -1.3437 1.5062 -1.22
C -0.6797 -0.4016 0.6502 0.55
C -0.7248 0.9576 0.6349 -0.62
C -0.0308 1.5237 -0.4940 -0.43
C 0.8304 0.3979 -0.9944 -0.29
C 0.2770 -0.9150 -0.4009 -0.05
O 1.2000 -1.8560 0.1106 -0.54
H -0.8131 -2.1763 1.8160 0.30
H -2.2789 -1.7745 0.9253 0.27
H -1.8758 -0.8482 2.3841 0.37
H -1.3341 1.5460 1.3188 0.37
H 1.5564 3.5429 -2.3929 0.20
H 1.0719 3.2057 -1.9308 -0.24
H 0.9223 0.3918 -2.0863 0.33
H 1.8448 0.6000 -0.6151 0.30
H -0.2785 -1.4567 -1.1761 0.32
H 1.7654 -1.3937 0.7443 0.36
```

Its HOMO energy is -8.2 eV. The energy relative to the best compared isomer or geometry (same formula, charge and spin) comes out at 4.0513 eV. As for the frontier orbital gap: 7.734 eV. The value obtained for the electronic energy is -309.69349 hartree. The LUMO energy comes out at -0.01609 Ha.

***

The following is a quantum chemistry calculation of an isolated molecule of C2H5N3, from the Open Molecules 2025 dataset.

```
10
Properties=species:S:1:pos:R:3:mulliken_charge:R:1
C -1.2028 0.4171 -0.0538 0.12
C 1.2023 0.4266 0.0771 0.16
H -2.3183 -1.0713 -0.0642 0.19
H -0.9665 1.4412 -0.1471 0.28
H -0.2191 -1.2712 0.0721 0.23
H 1.0635 1.5154 0.2430 0.26
H 2.4544 -1.1112 -0.1271 0.22
N -2.3869 -0.0248 -0.0667 -0.59
N -0.0237 -0.2750 0.2006 -0.28
N 2.3971 -0.0468 -0.1339 -0.59
```

Its HOMO energy is -9.6 eV. The energy relative to the best compared isomer or geometry (same formula, charge and spin) comes out at 0.5722 eV. As for the frontier orbital gap: 10.582 eV. The value obtained for the electronic energy is -243.44092 hartree. The SMILES is [H]/N=C\N/C=N\[H]. The LUMO energy comes out at 0.03496 Ha.

***

The following is a quantum chemistry calculation of an isolated molecule of C3H7NO, from the Open Molecules 2025 dataset.

```
12
Properties=species:S:1:pos:R:3:mulliken_charge:R:1
C -1.4968 0.9179 0.0395 -0.86
N -0.5645 -0.2670 0.1364 -0.35
C 0.7594 0.0840 -0.0656 -0.41
C 1.5715 -1.3121 -0.2813 -0.07
O 2.7489 -1.3276 -0.1111 -0.44
H -2.1423 0.6867 -0.8095 0.30
H -2.1965 0.8315 0.8664 0.33
H -1.2841 2.0447 0.0106 0.27
H -0.6212 -0.6127 1.0890 0.26
H 1.2273 0.8313 0.6279 0.34
H 0.9354 0.4347 -1.1046 0.28
H 1.0630 -2.3113 -0.3977 0.36
```

Its HOMO energy is -9.4 eV. The energy relative to the best compared isomer or geometry (same formula, charge and spin) comes out at 2.5512 eV. As for the frontier orbital gap: 10.432 eV. The value obtained for the electronic energy is -248.43274 hartree. The SMILES is CNCC=O. The LUMO energy comes out at 0.03674 Ha.

***

The following is a quantum chemistry calculation of a structure of composition C12H17AgBN5O5, from the Open Molecules 2025 dataset.

```
41
Properties=species:S:1:pos:R:3:mulliken_charge:R:1
Ag 0.0713 0.4665 0.8335 0.44
O 0.1658 3.7459 0.4213 -0.63
C 1.3890 4.0206 -0.2259 -0.90
C 2.4119 2.9170 0.0293 -0.67
N 2.1073 1.5904 -0.4676 0.91
C 1.9330 1.5905 -1.9227 -0.81
C 0.5855 2.1595 -2.4483 0.42
O 0.5594 2.5415 -3.6279 -0.80
O -0.3587 2.2598 -1.6342 -0.67
C 3.0921 0.6495 0.0013 -0.82
C 2.9374 0.1273 1.4669 0.56
O 3.9825 -0.0681 2.1262 -0.80
O 1.8107 -0.0321 1.8996 -0.61
H -0.1728 3.1015 -0.2327 0.50
H 1.7816 4.9862 0.1708 0.41
H 1.2641 4.1448 -1.2772 0.34
H 2.5946 2.8503 1.1395 0.30
H 3.3887 3.2262 -0.4036 0.30
H 2.0031 0.5704 -2.3677 0.32
H 2.6920 2.1814 -2.4288 0.30
H 4.1179 1.0363 -0.0772 0.26
H 3.0951 -0.2643 -0.5706 0.36
B -2.2324 -2.0422 1.8936 0.39
N -2.7294 -0.9186 0.8930 -0.23
C -3.9527 -0.9342 0.2950 0.02
C -4.0379 -0.0044 -0.7296 -1.08
C -2.7335 0.5582 -0.7578 -0.51
N -1.9857 0.0334 0.2332 0.21
N -1.6696 -3.3897 1.1861 0.63
C -0.3942 -3.7397 1.1726 -0.26
C -0.2565 -4.9780 0.5052 -0.73
C -1.5659 -5.2534 0.1516 -0.09
N -2.4422 -4.3030 0.5542 -0.88
H -3.2617 -2.3007 2.5286 -0.21
H -1.3245 -1.5681 2.4798 -0.24
H -4.6315 -1.6845 0.6623 0.40
H -4.8884 0.0455 -1.3493 0.37
H -2.3447 1.3167 -1.4232 0.52
H 0.3291 -3.0468 1.6334 0.37
H 0.6820 -5.5113 0.1806 0.28
H -2.0116 -6.0805 -0.5131 0.32
```

Its HOMO energy is -2.8 eV. Its total charge is -2. As for the frontier orbital gap: 8.159 eV. The value obtained for the electronic energy is -1289.38450 hartree. The LUMO energy comes out at 0.19618 Ha.

***

Quick rundown of max |F|, same order as above: 3.0, 0.5, 2.4, 4.2, 3.4 eV/Å